# 1
C27H56BrN3O8P2SSbSi3V as an isolated structure in a non-equilibrium geometry. Source: OMol25; level of theory: ωB97M-V/def2-TZVPD.

Each line ends with the Löwdin charge.
Element x y z (Å)
V  -0.378  0.568  -0.393  0.7014
O  -2.576  -3.162  -1.129  -0.0266
P  -1.441  -2.101  -0.958  0.2562
O  -0.510  -2.249  -2.163  -0.4749
O  -1.988  -0.699  -0.785  -0.3453
O  -0.657  -2.515  0.382  -0.2155
P  0.934  -2.045  0.474  0.3087
O  1.663  -3.103  -0.452  -0.0955
O  1.387  -2.085  1.854  -0.1992
O  0.947  -0.720  -0.349  -0.5163
H  -2.979  -3.554  -0.340  0.1244
H  2.074  -3.796  0.095  0.1273
C  -5.423  6.204  1.679  -0.0306
C  -4.613  6.539  0.415  -0.5518
C  -5.589  6.837  -0.727  -0.0533
C  -3.767  7.797  0.670  -0.0431
C  -3.711  5.353  0.100  -0.1397
C  -2.530  5.149  0.808  -0.0624
C  -1.744  4.060  0.528  -0.5557
Br  -0.076  3.966  1.411  0.8860
C  -2.080  3.088  -0.436  -0.2570
O  -1.319  1.910  -0.530  -0.2997
C  -3.196  3.343  -1.237  -0.0802
C  -3.989  4.446  -0.906  0.0331
C  -3.626  2.578  -2.502  -0.5101
C  -4.971  1.886  -2.256  -0.0155
C  -3.749  3.582  -3.665  -0.0230
C  -2.613  1.530  -2.961  -0.1102
H  -6.063  7.050  1.940  0.0954
H  -4.767  5.995  2.528  0.0881
H  -6.060  5.332  1.511  0.0916
H  -6.162  7.732  -0.481  0.0932
H  -6.307  6.026  -0.873  0.0854
H  -5.063  7.024  -1.668  0.0960
H  -4.419  8.670  0.731  0.0926
H  -3.054  7.964  -0.142  0.0966
H  -3.217  7.738  1.612  0.0804
H  -2.209  5.843  1.573  0.1099
H  -4.874  4.605  -1.504  0.1002
H  -5.756  2.598  -1.997  0.0900
H  -4.888  1.166  -1.437  0.0934
H  -5.289  1.349  -3.154  0.0938
H  -4.482  4.365  -3.478  0.0840
H  -4.059  3.054  -4.571  0.0932
H  -2.786  4.063  -3.863  0.0924
H  -2.548  0.702  -2.258  0.0413
H  -1.632  1.990  -3.103  0.0474
H  -2.942  1.140  -3.922  0.0349
C  -2.980  -0.596  -5.415  -0.2013
Si  -1.215  -1.129  -5.198  0.4477
C  -0.170  -0.311  -6.505  -0.2047
C  -1.151  -2.982  -5.183  -0.1835
Sb  0.156  -0.431  -3.024  1.3383
Si  2.507  -1.655  -3.506  0.4596
C  3.197  -1.048  -5.132  -0.2117
C  2.306  -3.493  -3.630  -0.1791
C  3.709  -1.109  -2.190  -0.1946
Si  1.255  2.402  -2.200  0.6529
C  2.666  2.084  -1.043  -0.1586
C  1.458  2.167  -4.038  -0.2372
C  0.462  4.055  -2.009  -0.1716
H  -3.373  -1.183  -6.253  0.0588
H  -3.068  0.456  -5.687  0.0342
H  -3.606  -0.801  -4.545  0.0435
H  -0.550  -0.587  -7.495  0.0566
H  0.878  -0.612  -6.456  0.0046
H  -0.212  0.781  -6.430  0.0355
H  -1.676  -3.368  -6.061  0.0591
H  -1.641  -3.373  -4.289  0.0375
H  -0.130  -3.359  -5.197  0.0112
H  2.737  -1.544  -5.990  0.0329
H  4.260  -1.318  -5.139  0.0567
H  3.139  0.032  -5.287  0.0217
H  1.620  -3.779  -4.424  0.0163
H  1.953  -3.927  -2.697  0.0222
H  3.286  -3.915  -3.870  0.0609
H  4.193  -0.174  -2.478  0.0332
H  4.491  -1.868  -2.091  0.0573
H  3.250  -0.983  -1.214  0.0013
H  3.596  1.938  -1.599  0.0486
H  2.501  1.214  -0.410  0.0129
H  2.778  2.953  -0.391  0.0513
H  1.693  1.153  -4.378  -0.0507
H  2.283  2.816  -4.361  0.0756
H  0.554  2.498  -4.558  0.0507
H  0.616  4.465  -1.012  -0.0183
H  -0.609  4.062  -2.219  0.0387
H  0.949  4.716  -2.737  0.0707
C  2.411  2.058  4.472  -0.0757
C  2.324  0.606  3.976  -0.2123
C  1.039  0.357  3.256  -0.5782
N  0.789  0.729  2.058  0.0057
N  -0.466  0.394  1.617  -0.1254
C  -1.197  -0.230  2.529  -0.6499
N  -2.480  -0.565  2.341  0.1551
S  -0.343  -0.418  4.009  1.1873
H  3.370  2.226  4.960  0.0837
H  1.620  2.274  5.191  0.0830
H  2.316  2.751  3.636  0.0618
H  2.411  -0.083  4.815  0.1152
H  3.134  0.402  3.277  0.1219
H  -2.845  -0.514  1.403  0.0969
H  -2.938  -1.170  3.000  0.1201

Its charge is +2. Its total energy is -205069.1818 eV. The frontier orbital gap (spin up / spin down) comes out at 0.2522 / 0.2585 Ha.

=====

# 2
C35H44BClN8O2S3V as an isolated structure. Source: OMol25; level of theory: ωB97M-V/def2-TZVPD.

Each line ends with the Mulliken spin population.
Element x y z (Å)
V  0.207  -0.646  -0.481  2.0510
C  3.216  -1.136  3.500  -0.0025
C  3.216  0.348  3.845  -0.0003
C  2.814  0.534  5.308  0.0002
C  4.630  0.886  3.592  -0.0001
N  2.256  1.163  3.026  0.0009
C  2.294  2.544  3.083  -0.0012
C  1.191  3.008  2.462  -0.0001
N  0.454  1.927  2.030  -0.0131
B  -0.978  2.226  1.492  -0.0076
N  -0.931  2.928  0.113  0.0010
C  -1.825  3.932  -0.168  -0.0038
C  -1.632  4.315  -1.444  0.0031
N  -0.617  3.539  -1.969  0.0104
C  -0.200  2.698  -0.995  -0.0028
S  1.075  1.528  -1.108  -0.0285
C  -0.151  3.797  -3.372  0.0016
C  0.842  2.767  -3.895  0.0035
C  0.496  5.181  -3.386  0.0003
C  -1.390  3.750  -4.275  -0.0006
N  -1.985  1.054  1.552  -0.0078
C  -2.638  0.824  2.741  0.0064
C  -3.665  -0.019  2.504  -0.0027
N  -3.659  -0.317  1.157  0.0074
C  -2.607  0.324  0.601  -0.0173
S  -2.083  0.248  -1.049  -0.0147
C  -4.818  -0.955  0.440  -0.0002
C  -4.359  -2.080  -0.482  0.0039
C  -5.528  0.152  -0.336  0.0004
C  -5.767  -1.556  1.475  0.0001
C  1.117  0.814  2.368  0.0113
S  0.569  -0.776  1.958  -0.0232
H  4.029  -1.588  4.069  0.0001
H  3.398  -1.317  2.443  0.0008
H  2.292  -1.632  3.779  0.0004
H  3.497  -0.024  5.949  0.0000
H  1.805  0.159  5.477  -0.0003
H  2.853  1.582  5.605  0.0000
H  5.337  0.290  4.167  -0.0001
H  4.763  1.921  3.899  0.0000
H  4.894  0.801  2.539  0.0001
H  3.082  3.078  3.576  -0.0003
H  0.853  4.016  2.304  -0.0008
H  -1.421  3.052  2.241  -0.0001
H  -2.512  4.287  0.577  0.0001
H  -2.116  5.079  -2.020  -0.0005
H  1.784  2.774  -3.355  0.0000
H  1.045  3.040  -4.931  0.0003
H  0.437  1.757  -3.882  -0.0012
H  1.366  5.209  -2.731  -0.0002
H  -0.198  5.961  -3.077  0.0000
H  0.824  5.409  -4.400  0.0000
H  -1.888  2.785  -4.190  0.0001
H  -1.078  3.884  -5.310  0.0000
H  -2.110  4.535  -4.055  0.0001
H  -2.316  1.284  3.657  0.0004
H  -4.386  -0.434  3.177  0.0001
H  -3.837  -1.709  -1.357  0.0008
H  -5.243  -2.624  -0.815  0.0004
H  -3.709  -2.780  0.028  -0.0026
H  -4.866  0.591  -1.081  -0.0009
H  -5.885  0.936  0.331  0.0001
H  -6.387  -0.270  -0.857  -0.0002
H  -5.267  -2.302  2.092  0.0001
H  -6.571  -2.053  0.936  -0.0002
H  -6.227  -0.801  2.113  0.0001
C  4.701  -0.878  -0.085  -0.0030
C  3.386  -0.396  -0.079  0.0194
N  2.393  -1.032  -0.669  -0.0471
C  2.659  -2.181  -1.328  0.0227
C  3.932  -2.770  -1.346  -0.0076
C  4.968  -2.080  -0.693  0.0069
C  4.123  -4.006  -2.040  0.0001
C  3.104  -4.564  -2.736  -0.0012
C  1.828  -3.922  -2.812  -0.0034
C  0.789  -4.364  -3.667  0.0039
C  -0.367  -3.642  -3.741  0.0001
C  -0.528  -2.504  -2.920  0.0214
N  0.429  -2.049  -2.144  0.0248
C  1.597  -2.743  -2.102  -0.0051
H  5.473  -0.303  0.405  0.0002
H  3.128  0.523  0.433  -0.0003
H  5.968  -2.495  -0.692  0.0000
H  5.099  -4.471  -2.007  0.0000
H  3.247  -5.490  -3.276  -0.0001
H  0.923  -5.261  -4.258  0.0001
H  -1.193  -3.947  -4.367  -0.0003
H  -1.458  -1.952  -2.909  -0.0054
Cl  -2.602  -3.499  2.398  0.0006
C  -1.468  -4.340  1.298  -0.0017
C  -1.214  -3.477  0.041  0.0024
O  -1.543  -3.933  -1.047  0.0117
O  -0.693  -2.330  0.279  -0.0099
H  -1.926  -5.286  1.026  -0.0002
H  -0.546  -4.503  1.853  -0.0002

Its charge is +1. Its total energy is -124420.9999 eV. The frontier orbital gap (spin up / spin down) comes out at 0.2709 / 0.2736 Ha. As for the spin multiplicity: 3.

=====

# 3
C7H15NO2 as an isolated structure in a non-equilibrium geometry. Source: OMol25; level of theory: ωB97M-V/def2-TZVPD.

Each line ends with the Löwdin charge.
Element x y z (Å)
C  -0.671  -1.271  0.426  -0.4912
C  -2.130  -1.632  0.255  -0.0485
C  0.243  -1.901  -0.598  -0.0403
N  -0.232  -1.373  1.747  0.0959
H  0.377  0.330  0.107  0.1299
H  0.743  -1.582  1.914  0.0965
H  -0.746  -0.770  2.381  0.0985
H  0.246  -2.989  -0.480  0.0913
H  -2.267  -2.703  0.435  0.0889
H  -2.472  -1.403  -0.753  0.0820
H  -2.751  -1.081  0.962  0.0876
H  -0.088  -1.658  -1.607  0.0921
H  1.271  -1.554  -0.475  0.0751
C  1.868  1.445  -1.470  -0.1023
C  -0.854  0.710  0.180  -0.5810
C  1.264  1.497  -0.112  -0.2223
C  1.509  2.329  0.878  0.0129
O  -1.336  0.967  -1.077  0.0494
O  -1.312  1.219  1.190  0.0137
H  -1.914  1.740  -0.998  0.1259
H  2.536  2.295  -1.645  0.0773
H  2.437  0.523  -1.620  0.0712
H  1.088  1.462  -2.234  0.0730
H  0.946  2.271  1.803  0.0595
H  2.244  3.127  0.791  0.0651

Its relative energy (zero: lowest compared OMol25 entry of this formula, charge and spin) is 105.5 kcal per mole. Its total energy is -13083.7085 eV. The frontier orbital gap comes out at 0.3079 Ha.